The following is a DFT calculation (ωB97M-V with the def2-TZVPD basis set) of a structure of composition C13H33N2O3OsSi4 at a distorted geometry.

Summary:
Charge = +1
Gap between HOMO and LUMO (alpha / beta) = 6.07 / 6.22 eV
Relative energy (zero: lowest compared OMol25 entry of this formula, charge and spin) = 2.236 eV

Element x y z (Å)
Os 1.133 0.391 -0.888
N 3.013 -0.748 -1.288
C 3.863 -0.677 -0.073
C 3.798 0.724 0.487
O 4.753 1.307 0.935
N 2.498 1.204 0.445
C 2.220 2.581 0.725
C 1.686 3.155 -0.591
O 1.701 4.317 -0.838
O 1.162 2.187 -1.404
H 2.957 -1.714 -1.598
H 3.472 -0.216 -2.027
H 4.903 -0.935 -0.259
H 3.459 -1.370 0.665
H 3.076 3.144 1.085
H 1.369 2.699 1.405
C -0.778 1.050 -3.828
Si -0.460 -0.378 -2.662
C -2.112 -1.028 -2.036
C 0.350 -1.809 -3.572
Si -0.412 -0.005 0.668
Si -1.984 1.683 1.315
C -3.653 0.873 1.396
C -1.419 2.275 2.990
C -1.934 2.999 0.003
Si -0.266 -2.148 1.698
C 0.780 -3.143 0.490
C -1.954 -2.898 1.848
C 0.592 -1.941 3.332
H -0.861 0.683 -4.854
H 0.015 1.798 -3.798
H -1.712 1.552 -3.568
H -2.725 -1.396 -2.864
H -2.685 -0.237 -1.538
H -1.982 -1.860 -1.333
H -0.209 -2.033 -4.486
H 0.349 -2.716 -2.960
H 1.378 -1.592 -3.873
H -3.680 0.037 2.098
H -3.975 0.508 0.419
H -4.385 1.614 1.732
H -1.770 1.609 3.781
H -1.829 3.270 3.180
H -0.333 2.348 3.076
H -2.659 2.779 -0.784
H -0.957 3.092 -0.471
H -2.188 3.973 0.429
H 0.156 -3.827 -0.089
H 1.533 -3.741 1.009
H 1.296 -2.496 -0.224
H -2.421 -3.035 0.871
H -2.627 -2.299 2.465
H -1.864 -3.882 2.318
H 1.481 -1.309 3.259
H 0.909 -2.922 3.697
H -0.068 -1.502 4.083

The following is a DFT calculation (ωB97M-V with the def2-TZVPD basis set) of a structure of composition C13H34AsBe2F6O16Ti at a distorted geometry.

Summary:
Gap between HOMO and LUMO (alpha / beta) = 5.81 / 6.50 eV
Spin multiplicity = 4

Element x y z (Å)
Ti -1.036 -2.914 2.382
Be -1.072 -0.495 -0.269
Be -4.669 -2.746 0.712
C -3.013 -0.709 2.018
O -3.438 -0.425 0.916
O -3.538 -1.630 2.557
O -1.820 -0.582 2.320
C -1.902 -3.382 -0.159
O -2.412 -4.003 0.806
O -0.774 -2.991 -0.063
O -2.643 -2.703 -0.865
As -0.802 3.158 4.163
F 0.010 2.838 2.601
F -1.206 4.859 3.716
F -1.506 3.361 5.780
F -0.293 1.512 4.624
F 0.792 3.734 4.771
F -2.379 2.574 3.588
C -1.980 -4.338 -3.870
O -3.324 -3.812 -3.852
H -1.589 -4.232 -4.882
H -1.284 -3.805 -3.223
H -2.114 -5.409 -3.718
H -2.989 -2.925 -3.704
C 1.819 -4.605 -2.811
O 1.082 -3.461 -2.299
H 2.716 -4.454 -3.411
H 1.986 -5.122 -1.866
H 1.105 -5.269 -3.299
H 0.373 -3.759 -1.724
C 1.367 -5.219 1.412
O 1.391 -3.793 1.309
H 1.295 -5.722 0.448
H 2.261 -5.481 1.978
H 0.473 -5.612 1.896
H 0.882 -3.578 0.524
C 2.068 0.305 -1.997
O 1.017 -0.650 -1.570
H 2.015 0.622 -3.038
H 2.105 1.228 -1.419
H 3.097 -0.054 -1.948
H 1.283 -1.453 -2.023
C -2.052 2.911 -0.134
O -0.826 2.197 -0.157
H -2.662 2.418 -0.890
H -2.662 2.652 0.731
H -2.023 3.992 -0.273
H -0.308 2.514 0.586
C -3.739 -0.057 -2.325
O -2.405 0.120 -2.398
H -4.032 -0.824 -3.042
H -4.064 -0.413 -1.348
H -4.336 0.778 -2.695
H -2.187 0.417 -3.285
C 2.275 -0.272 1.501
O 1.040 0.404 1.483
H 3.076 0.465 1.454
H 2.366 -0.969 2.335
H 2.434 -0.937 0.653
H 0.898 0.881 2.304
C 1.589 5.825 1.444
C 2.621 4.783 1.213
C 2.724 4.183 -0.247
O 4.087 4.346 -0.607
C 4.699 5.010 0.321
O 5.853 5.397 0.265
O 3.871 5.302 1.329
H 1.579 6.156 2.482
H 0.638 5.295 1.377
H 1.471 6.703 0.809
H 2.336 4.009 1.926
H 2.090 4.673 -0.986
H 2.296 3.184 -0.333

The following is a DFT calculation (ωB97M-V with the def2-TZVPD basis set) of a structure of composition C13H34Cl3LiN2O8 at a distorted geometry.

Summary:
Charge = +2
Gap between HOMO and LUMO = 7.10 eV
Relative energy (zero: lowest compared OMol25 entry of this formula, charge and spin) = 0.000 eV

Element x y z (Å)
Li -13.831 28.940 6.437
C -18.278 24.778 0.829
O -17.123 24.960 1.626
C -16.955 26.279 2.069
C -15.609 26.505 2.665
N -15.408 25.775 3.985
H -14.511 25.963 4.423
H -16.145 26.121 4.617
C -15.525 24.266 3.933
C -15.230 23.667 5.302
O -16.241 24.185 6.125
C -16.057 23.885 7.508
H -19.192 25.175 1.288
H -18.414 23.702 0.741
H -18.124 25.293 -0.126
H -17.796 26.598 2.695
H -16.979 26.964 1.207
H -15.467 27.558 2.909
H -14.745 26.183 2.084
H -14.894 23.886 3.132
H -16.546 23.995 3.679
H -14.250 24.002 5.677
H -15.199 22.579 5.191
H -15.731 22.856 7.679
H -16.999 24.099 8.002
H -15.255 24.513 7.917
C -15.029 36.239 4.086
O -15.559 34.921 3.947
C -15.555 34.139 5.109
C -16.455 32.966 4.814
N -15.772 31.970 3.887
H -14.796 31.978 4.197
H -15.980 30.969 4.015
C -15.865 32.215 2.383
C -17.240 31.849 1.908
O -18.279 32.585 2.479
C -19.538 32.294 1.859
H -13.980 36.143 4.383
H -15.556 36.817 4.844
H -15.017 36.766 3.137
H -15.922 34.673 5.991
H -14.541 33.802 5.374
H -17.451 33.168 4.432
H -16.569 32.386 5.734
H -15.118 31.624 1.858
H -15.626 33.276 2.303
H -17.444 30.785 2.129
H -17.239 31.892 0.811
H -19.832 31.310 2.245
H -19.470 32.247 0.772
H -20.259 33.026 2.204
Cl -16.992 28.635 5.608
O -16.548 29.257 4.375
O -15.778 28.268 6.309
O -17.766 29.524 6.402
O -17.716 27.446 5.273
C -19.178 27.095 8.178
Cl -19.534 25.367 8.475
Cl -19.536 28.066 9.590
H -18.106 27.248 8.117
H -19.715 27.433 7.302